1.
Entry from the Open Molecules 2025 dataset: an isolated molecule of C2H4ClN3 (ωB97M-V/def2-TZVPD).

Geometry as XYZ:
```
10
Properties=species:S:1:pos:R:3:forces:R:3
Cl -2.956787 0.104848 -0.289864 1.3 0.4 0.3
N 0.853791 0.511748 0.426674 1.7 1.8 0.6
N -1.324840 0.796914 -0.150457 0.5 -2.7 -0.7
N -0.277534 -1.448370 0.217576 -0.6 -3.6 -0.6
C 1.932651 0.233139 -0.179209 -1.1 2.7 2.0
C -0.216563 -0.238468 0.172394 -4.2 3.1 -0.4
H -1.353726 1.485388 0.570588 0.0 0.4 0.7
H 2.630885 1.051380 0.051305 0.9 -1.3 -0.8
H -1.176359 -1.872612 -0.047285 0.3 0.4 0.4
H 1.888483 -0.623970 -0.771721 1.1 -1.3 -1.4
```
Positions in Å, forces in eV/Å.

Properties
Frontier orbital gap (eV): 9.95
Net charge: 0
SMILES string: [H]/N=C(/N=C)NCl
LUMO level (eV): 0.14
F_max (eV/A): 5.21

natural (NBO) atomic charge list, values in e, 6 entries:
1 Cl 0.0638
2 N -0.4528
3 N -0.6191
4 N -0.6823
5 C -0.0053
6 C 0.5392

=====

2.
Entry from the Open Molecules 2025 dataset: an isolated molecule of C3H7NO (ωB97M-V/def2-TZVPD).

Geometry as XYZ:
```
12
Properties=species:S:1:pos:R:3:forces:R:3
O -0.385226 1.101026 -2.007371 0.0 -0.3 0.7
N -1.083637 0.423042 0.028602 4.4 -3.2 1.7
C -0.747315 -0.429829 1.259644 -2.2 -0.9 -3.6
C -0.111339 0.488029 -0.971518 -2.5 2.1 -2.8
C 1.251054 -0.040478 -0.828506 1.6 -1.4 3.9
H -0.853070 0.095945 2.131060 -0.5 1.5 2.2
H -1.890384 0.955604 -0.008298 -1.5 1.1 -0.5
H 2.113606 0.113376 -1.461580 -0.8 1.3 -1.0
H -1.422672 -1.356136 1.275433 1.2 1.2 0.0
H 1.501920 0.445042 0.201489 0.4 -1.2 -1.5
H 1.342423 -1.155973 -0.755560 -0.6 0.8 0.6
H 0.284645 -0.639646 1.136607 0.5 -0.8 0.2
```
Positions in Å, forces in eV/Å.

Properties
Frontier orbital gap (eV): 10.30
Net charge: 0
SMILES string: CNC(C)=O
LUMO level (eV): 0.89
F_max (eV/A): 5.71

natural (NBO) atomic charge list, values in e, 6 entries:
1 O -0.6170
2 N -0.6198
3 C -0.4099
4 C 0.6510
5 C -0.7175
6 H 0.1932

=====

3.
Entry from the Open Molecules 2025 dataset: C28H23BrN6O4SZr as an isolated structure (ωB97M-V/def2-TZVPD).

Geometry as XYZ:
```
64
Properties=species:S:1:pos:R:3:forces:R:3
Zr -0.466581 -0.707977 0.214552 0.0 -0.4 0.2
Br 0.111829 -4.170825 0.720924 0.0 0.0 0.0
S -2.830546 -2.085823 0.176031 0.2 0.2 0.1
O 0.336861 -1.728366 -1.399856 0.2 0.1 0.2
O -2.099990 -1.809532 4.518007 0.1 0.0 0.0
O 1.186552 0.617241 -0.151904 -0.2 -0.2 -0.2
O -0.941283 -0.641144 2.229727 0.0 -0.1 -0.1
N 1.463057 -1.858636 1.332556 -0.2 0.1 -0.2
N -5.043799 -0.732606 -0.363627 -0.1 0.1 0.0
N -1.833359 -0.104525 -1.535280 0.3 0.3 -0.1
N -0.962166 1.438872 0.565122 -0.4 0.0 -0.1
N -0.269624 2.377769 -0.187626 0.1 -0.1 0.0
N -3.191734 0.116791 -1.371823 0.0 -0.1 0.1
C 1.581285 -3.176911 1.356436 0.1 0.0 0.1
C 2.470678 -1.125314 1.823156 0.0 0.0 0.0
C 2.404119 4.488624 -2.688983 0.0 0.0 0.0
C 3.958588 2.666107 -2.475749 0.0 0.0 0.0
C -3.846873 1.528108 2.771433 0.0 -0.1 0.0
C -3.710816 -0.789132 -0.589974 0.1 0.0 0.0
C -2.057550 -0.140265 2.740234 0.1 0.0 0.0
C -2.649147 -0.740812 3.873356 -0.2 0.1 -0.1
C -1.686683 -2.926636 3.731562 0.0 0.0 0.0
C -2.669384 1.016421 2.202461 -0.1 0.0 0.1
C 3.630873 3.909831 -2.993130 0.0 0.0 0.0
C 0.869576 1.833935 -0.507844 -0.1 0.0 -0.1
C 1.810835 0.348715 -4.662053 0.0 0.0 0.0
C -1.329539 0.253724 -2.656579 0.0 0.0 0.0
C 1.509594 3.825349 -1.867960 0.0 0.0 0.0
C 0.789305 -1.070505 -2.457970 -0.1 0.0 0.0
C 0.557482 0.642303 -4.168265 0.1 0.0 0.0
C -3.814825 -0.219653 4.399326 0.1 -0.1 0.0
C 1.838042 2.575577 -1.346652 -0.1 0.1 0.0
C 0.031657 -0.042672 -3.066910 0.1 0.0 -0.1
C 3.622315 -1.692156 2.331429 0.0 0.0 0.0
C 2.546221 -0.676113 -4.069909 0.0 -0.1 0.0
C 3.740175 -3.074519 2.328180 0.0 0.0 0.0
C -4.421867 0.909578 3.854551 -0.1 0.1 0.0
C 2.699271 -3.840821 1.835699 0.0 0.0 0.0
C -2.012924 1.817804 1.196812 0.0 0.1 0.1
C 2.044614 -1.382251 -2.994747 0.0 0.0 -0.1
C 3.063031 1.996037 -1.655747 0.0 0.0 0.0
H -0.037492 1.423168 -4.628255 0.0 0.0 0.0
H -5.597596 -0.096349 -0.910116 0.0 0.0 0.0
H -5.333778 1.296888 4.288178 0.0 0.0 0.0
H -2.346695 -3.064507 2.873013 0.0 0.0 0.0
H 2.147503 5.458068 -3.096288 0.0 0.0 0.0
H 3.528406 -0.923967 -4.454249 0.0 0.0 0.0
H 4.631185 -3.555388 2.709473 0.0 0.0 0.0
H 2.213151 0.900584 -5.500424 0.0 0.0 0.0
H 4.327822 4.430361 -3.637818 0.0 0.0 0.0
H -4.243298 -0.725427 5.255400 0.0 0.0 0.0
H 2.328133 -0.055047 1.780745 0.0 0.0 0.0
H -1.751086 -3.792523 4.388416 0.0 0.0 0.0
H -0.663606 -2.801477 3.380437 0.0 0.0 0.0
H -5.488353 -1.460620 0.161153 0.0 0.0 0.0
H -1.981148 0.764702 -3.363546 0.0 0.0 0.0
H -2.383340 2.826318 1.022721 0.1 0.0 0.1
H 2.609125 -2.181491 -2.531741 0.0 0.0 0.0
H 3.293920 1.013222 -1.268820 0.0 0.0 0.0
H 0.548896 4.258445 -1.624564 0.0 0.0 0.0
H 2.738114 -4.919406 1.822859 0.0 0.0 0.0
H -4.285438 2.423778 2.349071 0.0 0.0 0.0
H 4.407513 -1.057673 2.715617 0.0 0.0 0.0
H 4.910791 2.212748 -2.720230 0.0 0.0 0.0
```
Positions in Å, forces in eV/Å.

Properties
Frontier orbital gap (eV): 7.63
Net charge: 0
LUMO level (eV): -0.10
F_max (eV/A): 0.47

natural (NBO) atomic charge list, values in e, 6 entries:
1 Zr 2.2084
2 Br 0.1876
3 S -0.3432
4 O -0.8405
5 O -0.5122
6 O -0.8329

=====

4.
Entry from the Open Molecules 2025 dataset: an isolated molecule of C4H8O2 (ωB97M-V/def2-TZVPD).

Geometry as XYZ:
```
14
Properties=species:S:1:pos:R:3:forces:R:3
O -1.405226 0.487120 0.586527 0.0 0.0 0.0
O -0.219133 -1.482469 0.627478 0.0 0.0 0.1
C -1.339434 -0.826593 0.125574 -0.2 -0.1 -0.1
C 0.967640 0.598876 -0.147896 0.1 0.1 0.0
C -0.413158 1.285476 -0.029322 0.1 0.2 -0.1
C 1.000142 -0.918731 0.172366 0.3 0.0 -0.1
H 1.335265 -1.474398 -0.712580 -0.1 0.0 0.0
H -0.338613 2.185226 0.585221 0.0 -0.1 -0.1
H -0.763287 1.594841 -1.026032 0.0 -0.1 0.1
H -1.345535 -0.841247 -0.982531 0.1 0.0 0.1
H 1.724054 -1.112017 0.967639 -0.1 0.0 -0.1
H 1.681502 1.115376 0.496780 -0.1 -0.1 0.0
H -2.214891 -1.353302 0.506333 0.1 0.1 0.0
H 1.330677 0.741847 -1.169561 0.0 0.0 0.1
```
Positions in Å, forces in eV/Å.

Properties
Frontier orbital gap (eV): 10.96
Net charge: 0
SMILES string: C1COCOC1
LUMO level (eV): 1.00
F_max (eV/A): 0.30

natural (NBO) atomic charge list, values in e, 6 entries:
1 O -0.5262
2 O -0.5281
3 C 0.2191
4 C -0.4778
5 C -0.0666
6 C -0.0661